[1]
ORCA calculation (the ωB97M-V functional and the def2-TZVPD basis) on C3H5N3 as an isolated structure.

The geometry in ORCA input format:
```
! RIJCOSX wB97M-V def2-TZVPD def2/J DEFGRID3
* xyz 0 1
C -1.669 0.159 0.288
C -0.292 -0.008 0.569
C 0.481 0.453 -0.529
N 1.619 -0.349 -0.379
N 1.566 -1.034 0.772
N 0.466 -0.799 1.399
H -0.815 0.603 -1.042
H -2.408 0.373 1.062
H -2.056 -0.463 -0.514
H 0.667 1.518 -0.675
H 2.441 -0.453 -0.952
*
```

Results
lowest unoccupied orbital energy: 0.22 eV
E: -281.38737 Ha
HOMO energy: -8.79 eV
Kohn-Sham gap: 9.013 eV
ΔE to the lowest compared entry with this formula, charge and spin: 5.515 eV

[2]
ORCA calculation (the ωB97M-V functional and the def2-TZVPD basis) on one molecule with the formula C3H5N3.

The geometry in ORCA input format:
```
! RIJCOSX wB97M-V def2-TZVPD def2/J DEFGRID3
* xyz 0 1
N 0.586 -0.567 1.808
C 0.176 -0.423 0.504
C -1.083 0.030 0.004
C -0.679 0.670 -1.146
N 0.591 0.335 -1.442
N 1.156 -0.412 -0.454
H 0.042 -0.545 2.656
H 1.572 -0.732 1.865
H -2.127 -0.187 0.254
H -1.099 1.531 -1.634
H 0.866 0.299 -2.416
*
```

Results
lowest unoccupied orbital energy: 1.21 eV
E: -281.52806 Ha
SMILES: Nc1cc[nH]n1
HOMO energy: -7.74 eV
Kohn-Sham gap: 8.953 eV
ΔE to the lowest compared entry with this formula, charge and spin: 1.687 eV

[3]
ORCA calculation (the ωB97M-V functional and the def2-TZVPD basis) on a 2-piece molecular cluster, C3H5N3 overall.

The geometry in ORCA input format:
```
! RIJCOSX wB97M-V def2-TZVPD def2/J DEFGRID3
* xyz 0 1
N 1.299 1.537 0.589
C 1.158 0.562 -0.131
N 0.630 -0.577 -0.393
N 0.978 -1.785 0.214
H 0.839 2.402 0.333
H 1.608 -1.647 1.000
H 1.485 -2.361 -0.451
C -1.464 0.344 -0.696
C -2.370 0.405 0.139
H -1.098 0.985 -1.493
H -3.066 0.136 0.890
*
```

Results
lowest unoccupied orbital energy: 0.41 eV
E: -281.35268 Ha
SMILES: N=C=NN.C#C
HOMO energy: -8.26 eV
Kohn-Sham gap: 8.662 eV
ΔE to the lowest compared entry with this formula, charge and spin: 6.459 eV

[4]
ORCA calculation (the ωB97M-V functional and the def2-TZVPD basis) on one molecule with the formula C3H5N3.

The geometry in ORCA input format:
```
! RIJCOSX wB97M-V def2-TZVPD def2/J DEFGRID3
* xyz 0 1
C -1.369 -0.150 -0.087
N -0.001 -0.107 0.388
C 0.676 1.085 0.447
N 1.893 0.962 0.019
N 2.054 -0.356 -0.373
C 0.927 -0.957 -0.156
H -1.744 -1.175 -0.062
H -1.317 0.211 -1.126
H -2.008 0.474 0.542
H 0.206 1.997 0.794
H 0.682 -1.986 -0.385
*
```

Results
lowest unoccupied orbital energy: 0.71 eV
E: -281.54920 Ha
SMILES: Cn1cnnc1
HOMO energy: -10.06 eV
Kohn-Sham gap: 10.771 eV
ΔE to the lowest compared entry with this formula, charge and spin: 1.112 eV

[5]
ORCA calculation (the ωB97M-V functional and the def2-TZVPD basis) on an isolated ion of composition C3H5N3 and charge +2.

The geometry in ORCA input format:
```
! RIJCOSX wB97M-V def2-TZVPD def2/J DEFGRID3
* xyz 2 1
N -2.337 1.059 0.041
C -1.747 0.079 -0.089
N -1.048 -0.995 -0.224
C 0.284 -0.930 0.129
C 1.207 -0.048 0.060
N 2.202 0.754 -0.120
H -2.972 1.764 0.446
H -1.643 -1.786 -0.458
H 0.572 -1.921 0.455
H 2.958 0.560 -0.853
H 2.523 1.463 0.613
*
```

Results
lowest unoccupied orbital energy: -10.31 eV
E: -280.77682 Ha
SMILES: [NH+]#CNC=C=[NH2+]
HOMO energy: -20.48 eV
Kohn-Sham gap: 10.176 eV
ΔE to the lowest compared entry with this formula, charge and spin: 0.279 eV

[6]
ORCA calculation (the ωB97M-V functional and the def2-TZVPD basis) on one molecule with the formula C3H5N3O.

The geometry in ORCA input format:
```
! RIJCOSX wB97M-V def2-TZVPD def2/J DEFGRID3
* xyz 0 1
O 1.517 0.082 -2.095
C 0.915 0.837 -1.096
C 0.064 0.017 -0.190
N -0.086 0.596 1.018
C -1.010 -0.127 1.580
N -1.386 -1.106 0.754
N -0.704 -1.044 -0.413
H 0.829 -0.548 -2.331
H 0.272 1.627 -1.520
H 1.693 1.337 -0.504
H -1.423 0.029 2.557
H -2.051 -1.829 0.942
*
```

Results
lowest unoccupied orbital energy: 0.81 eV
E: -356.80591 Ha
SMILES: OCc1nc[nH]n1
HOMO energy: -10.03 eV
Kohn-Sham gap: 10.839 eV
ΔE to the lowest compared entry with this formula, charge and spin: 1.400 eV

[7]
ORCA calculation (the ωB97M-V functional and the def2-TZVPD basis) on one molecule with the formula C3H5N3O.

The geometry in ORCA input format:
```
! RIJCOSX wB97M-V def2-TZVPD def2/J DEFGRID3
* xyz 0 1
N 1.901 0.707 0.177
C 0.625 0.398 -0.101
N -0.153 1.124 -0.828
C -1.377 0.440 -0.796
O -2.468 0.905 -1.002
N -1.240 -0.852 -0.320
C -0.058 -0.816 0.485
H 2.513 0.050 0.627
H 2.286 1.539 -0.242
H -2.090 -1.258 0.056
H 0.526 -1.745 0.424
H -0.464 -0.493 1.519
*
```

Results
lowest unoccupied orbital energy: 0.54 eV
E: -356.84594 Ha
SMILES: NC1=NC(=O)NC1
HOMO energy: -9.54 eV
Kohn-Sham gap: 10.081 eV
ΔE to the lowest compared entry with this formula, charge and spin: 0.311 eV

[8]
ORCA calculation (the ωB97M-V functional and the def2-TZVPD basis) on one molecule with the formula C3H5N3O.

The geometry in ORCA input format:
```
! RIJCOSX wB97M-V def2-TZVPD def2/J DEFGRID3
* xyz 0 1
H 1.872 -0.453 -1.516
N 1.498 0.461 -1.777
C 0.887 1.056 -0.851
C 1.015 0.750 0.688
O 1.934 1.082 1.396
C -0.128 -0.069 1.020
N -0.906 -0.252 -0.005
N -1.833 -1.186 0.015
H 0.438 2.023 -1.074
H -0.297 -0.464 2.023
H -2.031 -1.717 0.858
H -2.450 -1.232 -0.777
*
```

Results
lowest unoccupied orbital energy: 0.10 eV
E: -356.73660 Ha
SMILES: [H]/N=C\C(=O)/C=N/N
HOMO energy: -9.02 eV
Kohn-Sham gap: 9.124 eV
ΔE to the lowest compared entry with this formula, charge and spin: 3.287 eV